A 3-piece molecular cluster, C2H11N3O2 overall in a non-equilibrium geometry, computed with the ωB97M-V functional and the def2-TZVPD basis.

Last column: natural (NBO) charge in e.
CARTESIAN COORDINATES (ANGSTROEM)
O  -3.314  -1.352  0.326  -0.98
O  2.659  1.872  -0.680  -0.97
N  -0.646  -1.138  -0.655  -0.82
N  1.739  -0.864  -0.435  -0.88
N  0.240  0.569  0.661  -0.64
C  0.375  -0.532  -0.161  0.60
C  -1.099  1.112  0.887  -0.42
H  -3.422  -2.206  0.759  0.46
H  -1.056  2.001  1.484  0.20
H  1.034  1.288  0.556  0.43
H  1.850  -1.832  -0.804  0.39
H  -1.635  1.272  -0.009  0.20
H  -2.413  -1.374  -0.024  0.50
H  -1.699  0.373  1.465  0.22
H  -0.377  -1.787  -1.301  0.34
H  2.303  -0.825  0.450  0.39
H  2.479  1.007  -1.076  0.49
H  2.983  2.416  -1.442  0.48

Its total charge is 0. The calculation puts the frontier orbital gap at 9.773 eV. For the energy above the lowest of the compared OMol25 structures with the same formula, charge and spin, the calculation gives 0.342 eV. Its SMILES is [H]/N=C(\N)NC.O.O. The HOMO energy is -9.177 eV.

A 2-piece molecular cluster, C4H10N3O overall in a non-equilibrium geometry, computed with the ωB97M-V functional and the def2-TZVPD basis.

Last column: natural (NBO) charge in e.
CARTESIAN COORDINATES (ANGSTROEM)
O  -0.279  -0.135  -2.901  -0.16
N  -1.143  0.262  0.442  -0.92
N  -0.356  -0.746  2.456  -0.39
N  -0.421  -0.954  -1.877  -0.50
C  1.012  1.478  -1.632  -0.80
C  0.354  0.964  -2.792  0.44
C  -0.840  -0.262  1.513  0.71
C  0.212  -1.278  3.624  -0.42
H  0.412  -2.279  3.410  0.22
H  0.354  1.799  -0.815  0.32
H  -0.628  -0.451  -0.996  0.40
H  -2.062  0.524  0.133  0.42
H  -0.387  -1.256  4.519  0.24
H  -0.906  -1.828  -2.089  0.40
H  1.203  -0.881  3.876  0.23
H  1.811  1.140  -1.091  0.31
H  1.278  2.432  -1.982  0.26
H  0.386  1.472  -3.798  0.24

Its total charge is +1. The calculation puts the frontier orbital gap at 8.089 eV. For the energy above the lowest of the compared OMol25 structures with the same formula, charge and spin, the calculation gives 4.714 eV. The HOMO energy is -13.048 eV.

C3H6N2OS as an isolated structure in a non-equilibrium geometry, computed with the ωB97M-V functional and the def2-TZVPD basis.

Last column: natural (NBO) charge in e.
CARTESIAN COORDINATES (ANGSTROEM)
S  1.906  1.201  -1.487  -0.01
O  0.960  -1.466  -1.519  -0.70
N  -0.432  -0.573  0.415  -0.47
N  -2.311  0.740  1.076  -0.77
C  -0.958  0.580  0.774  0.27
C  1.509  -0.244  -0.821  0.22
C  0.974  -0.585  0.528  -0.36
H  1.229  -1.360  -2.417  0.48
H  1.442  0.065  1.199  0.20
H  -2.668  0.010  0.373  0.39
H  -0.178  1.460  0.892  0.15
H  1.300  -1.705  0.518  0.24
H  -2.774  1.877  0.467  0.36

Its total charge is 0. The calculation puts the frontier orbital gap at 8.762 eV. For the energy above the lowest of the compared OMol25 structures with the same formula, charge and spin, the calculation gives 4.673 eV. The HOMO energy is -9.062 eV.